Formula: C64H80N16
Source: the Open Molecules 2025 dataset
Level of theory: the ωB97M-V functional and the def2-TZVPD basis

Cartesian coordinates (Å):
N1 5.1012 0.9596 1.9127
C1 5.6857 0.7043 0.7067
C2 5.9172 -0.6297 0.6376
C3 5.4043 -1.2420 1.8418
C4 4.9469 -0.1916 2.5797
H1 4.6355 1.8701 2.1615
H2 5.9428 1.4373 -0.0148
H3 6.4215 -1.0900 -0.2155
H4 5.5312 -2.3196 2.0117
H5 4.3756 -0.2501 3.5016
N2 2.1681 2.5048 -4.2899
C5 2.1078 2.5445 -5.6791
C6 1.0819 1.6813 -6.0613
C7 0.5372 1.1335 -4.8443
C8 1.2221 1.6860 -3.8052
H6 2.7206 3.2063 -3.7774
H7 2.9489 3.0797 -6.1382
H8 0.7774 1.4414 -7.0622
H9 -0.2469 0.3607 -4.8425
H10 1.0583 1.6074 -2.7146
N3 3.0442 -1.2181 -5.1745
C9 3.5634 -0.8017 -3.9286
C10 3.8974 -1.9520 -3.2498
C11 3.5387 -2.9997 -4.0496
C12 2.9664 -2.5405 -5.2203
H11 2.7428 -0.4431 -5.7303
H12 3.5746 0.1820 -3.5585
H13 4.2043 -1.9872 -2.2735
H14 3.7212 -4.0571 -3.7615
H15 2.7106 -3.1740 -6.0548
N4 1.7505 -4.5944 3.9974
C13 2.3687 -3.3193 4.0126
C14 1.3880 -2.3465 3.8604
C15 0.1813 -3.1222 3.7891
C16 0.4255 -4.4514 3.8859
H16 2.2125 -5.4661 3.9532
H17 3.4723 -3.2192 4.0038
H18 1.5341 -1.2631 3.8632
H19 -0.7919 -2.7217 3.6462
H20 -0.2390 -5.2782 3.9365
N5 2.9847 5.3110 -2.2675
C17 2.7765 4.3257 -1.3725
C18 3.8745 3.4926 -1.3259
C19 4.8133 4.0347 -2.2574
C20 4.2266 5.1690 -2.8785
H21 2.1951 5.9045 -2.4912
H22 1.8696 4.1967 -0.7814
H23 4.0526 2.6617 -0.6891
H24 5.7522 3.6821 -2.5328
H25 4.5466 5.8541 -3.6061
N6 -2.3600 -4.3391 1.3546
C21 -3.1734 -4.1001 0.2971
C22 -4.4325 -4.2527 0.7072
C23 -4.4503 -4.5512 2.0933
C24 -3.1193 -4.6728 2.4588
H26 -1.3766 -4.2940 1.3368
H27 -2.8225 -3.8380 -0.6654
H28 -5.3215 -4.0667 0.0710
H29 -5.2450 -4.8260 2.7122
H30 -2.7080 -5.1018 3.3246
N7 -6.4412 -0.2469 1.8581
C25 -6.9772 -1.4786 2.2119
C26 -8.0550 -1.2308 3.0374
C27 -8.0914 0.1827 3.2732
C28 -7.1128 0.7360 2.4828
H31 -5.6288 -0.1392 1.2806
H32 -6.4826 -2.3258 1.7820
H33 -8.7643 -1.9452 3.3491
H34 -8.7875 0.7582 3.8861
H35 -6.8068 1.8206 2.3703
N8 -3.2885 3.0104 -6.8436
C29 -3.1037 3.1488 -5.5262
C30 -4.3715 3.2537 -4.9474
C31 -5.3154 3.2143 -6.0165
C32 -4.6219 3.0651 -7.1697
H36 -2.5264 2.6890 -7.4293
H37 -2.1845 3.0177 -5.0465
H38 -4.6479 3.4236 -3.9269
H39 -6.4509 3.2527 -5.9616
H40 -4.8988 2.8481 -8.1808
N9 -2.5717 -1.3359 2.0928
C33 -2.8768 -0.9126 0.8614
C34 -2.7732 0.4618 0.8902
C35 -2.4493 0.9001 2.2199
C36 -2.3593 -0.2856 2.9462
H41 -2.5474 -2.2979 2.4049
H42 -3.2470 -1.5462 0.0539
H43 -3.0357 1.1338 0.0609
H44 -2.3774 1.9314 2.5468
H45 -2.1533 -0.3802 4.0073
N10 -3.5297 -2.5753 5.7512
C37 -4.2115 -1.4671 5.4186
C38 -3.8517 -0.4124 6.2088
C39 -2.8183 -0.9701 7.0435
C40 -2.6476 -2.2650 6.7402
H46 -3.7042 -3.4862 5.3435
H47 -4.9120 -1.4462 4.5735
H48 -4.1147 0.6464 6.0730
H49 -2.0131 -0.4431 7.5287
H50 -1.9523 -2.9902 7.0176
N11 -2.8525 -3.9126 -3.1423
C41 -3.4981 -2.7774 -3.7206
C42 -2.4489 -1.8915 -3.9955
C43 -1.2318 -2.4435 -3.5919
C44 -1.5050 -3.7168 -3.0764
H51 -3.3043 -4.7892 -3.0505
H52 -4.5958 -2.7373 -3.8059
H53 -2.6185 -0.9004 -4.3788
H54 -0.2426 -1.9716 -3.7414
H55 -0.9004 -4.5286 -2.7693
N12 0.5679 -0.2424 0.7727
C45 0.2024 -0.8694 -0.4066
C46 1.3104 -0.8490 -1.1962
C47 2.3508 -0.1480 -0.5547
C48 1.8415 0.2262 0.6271
H56 -0.1158 0.0475 1.4312
H57 -0.7768 -1.2533 -0.5728
H58 1.2986 -1.3094 -2.2022
H59 3.3632 0.0319 -0.9142
H60 2.3543 0.7967 1.4344
N13 5.2262 6.1226 3.4172
C49 4.5123 6.7314 2.4224
C50 4.6790 5.9643 1.3046
C51 5.5874 4.9173 1.5812
C52 5.9467 5.0681 2.8505
H61 5.3342 6.3768 4.4318
H62 3.8984 7.5751 2.6665
H63 4.1248 6.0765 0.3203
H64 5.9081 4.2536 0.7715
H65 6.6102 4.4429 3.4135
N14 2.7391 2.7837 4.1218
C53 1.7645 1.8777 4.3648
C54 0.7258 2.0658 3.4582
C55 1.0509 3.2341 2.6964
C56 2.2562 3.6766 3.1710
H66 3.3922 3.0658 4.8005
H67 1.7676 1.2383 5.2115
H68 -0.1086 1.4290 3.4731
H69 0.4638 3.6618 1.9317
H70 2.7008 4.6620 2.8610
N15 -1.2390 1.5748 -1.6000
C57 -1.9845 2.2438 -2.5375
C58 -1.8796 3.5908 -2.2792
C59 -1.0056 3.7606 -1.1447
C60 -0.6553 2.4775 -0.7928
H71 -1.0810 0.6027 -1.5769
H72 -2.4617 1.6255 -3.3219
H73 -2.2528 4.3473 -3.0085
H74 -0.6391 4.7001 -0.8042
H75 -0.0309 2.1738 -0.0104
N16 1.8363 -4.3393 -0.9301
C61 1.6132 -5.4818 -1.6560
C62 1.0337 -6.3727 -0.7506
C63 0.9366 -5.7511 0.4814
C64 1.3883 -4.4796 0.3397
H76 2.1274 -3.4508 -1.3657
H77 1.8758 -5.5870 -2.6639
H78 0.6490 -7.3626 -0.9329
H79 0.5923 -6.1666 1.4315
H80 1.4168 -3.7148 1.0984

Forces on atoms 1 to 3 (eV/Å):
-0.877 2.689 -0.118
0.119 -0.304 0.046
0.183 -0.865 -0.288

For the total energy, the calculation gives -91501.7581 eV. The HOMO energy is -7.89 eV. The energy relative to the best compared isomer or geometry (same formula, charge and spin) comes out at 22.85 kcal per mole.

Here are the Löwdin charges for atoms 1 to 2, given in e:
1 N 0.0153
2 C -0.1746


Formula: C15H32IN5O5
Source: the Open Molecules 2025 dataset
Level of theory: the ωB97M-V functional and the def2-TZVPD basis

Cartesian coordinates (Å):
C1 2.1006 -5.0747 0.7080
C2 1.6648 -4.9290 -0.8142
C3 1.9781 -3.4476 -1.3717
N1 0.7822 -2.6775 -1.7184
C4 0.6460 -1.3164 -1.2261
C5 -0.9558 -1.0718 -1.1804
C6 -1.8390 -1.7297 -0.0871
C7 -2.3031 -0.6998 1.0813
I1 -1.2414 -3.5533 0.9042
C8 1.1728 -0.9961 0.2207
C9 2.4934 -0.1454 0.3900
N2 3.7413 -0.8116 -0.0038
N3 2.3735 1.2717 -0.1088
N4 2.6417 0.0357 1.8889
O1 0.9896 -0.2616 -2.2244
C10 2.1414 -0.4496 -2.9145
O2 2.9470 0.4730 -2.9542
O3 2.4570 -1.5567 -3.7602
C11 3.6704 -1.3192 -4.3849
N5 4.5367 -0.8994 -5.0373
H1 3.0611 -5.6673 0.7896
H2 1.3006 -5.5564 1.3504
H3 2.3261 -4.0746 1.1962
H4 0.5778 -5.2002 -0.9545
H5 2.2486 -5.7144 -1.3911
H6 2.7153 -3.0092 -0.6549
H7 2.5587 -3.6502 -2.3314
H8 0.5770 -2.7028 -2.7223
H9 -1.1053 0.0555 -1.1459
H10 -1.3230 -1.3926 -2.2068
H11 -2.8261 -1.9943 -0.5832
H12 -2.1125 -1.1896 2.0832
H13 -1.6604 0.2183 0.9626
H14 -3.4029 -0.4685 0.9989
H15 1.3365 -1.9633 0.7914
H16 0.3854 -0.4464 0.8225
H17 4.5058 -0.5537 0.6288
H18 4.0470 -0.5801 -0.9516
H19 3.2783 1.4318 -0.5784
H20 2.4125 1.9206 0.6890
H21 2.4897 -0.8833 2.3413
H22 1.8449 0.5924 2.2398
C12 -5.1478 5.0441 1.7115
O4 -3.9023 5.7121 1.5770
C13 -2.8981 5.1689 2.4284
C14 -1.9442 4.2705 1.6562
O5 -2.5995 3.0914 1.1965
C15 -2.9292 3.1623 -0.1833
H23 -5.7946 5.3645 0.8940
H24 -5.0340 3.9583 1.6603
H25 -5.6174 5.3207 2.6610
H26 -3.3480 4.6302 3.2690
H27 -2.3338 6.0136 2.8347
H28 -1.1439 3.9480 2.3292
H29 -1.4854 4.8119 0.8225
H30 -2.0214 3.0542 -0.7867
H31 -3.4301 4.1002 -0.4349
H32 -3.6032 2.3364 -0.4157

Forces on atoms 1 to 3 (eV/Å):
0.030 0.060 0.310
0.173 -0.049 0.382
1.176 -2.618 -1.149

For the total energy, the calculation gives -41857.8203 eV. The HOMO energy is -9.00 eV.

Here are the natural (NBO) charges for atoms 1 to 2, given in e:
1 C -0.6268
2 C -0.4205


Formula: C22H28AlBBeBr2ClF4KN2O8Si
Source: the Open Molecules 2025 dataset
Level of theory: the ωB97M-V functional and the def2-TZVPD basis

Cartesian coordinates (Å):
C1 -0.2609 1.8691 4.2867
C2 1.3117 1.7967 4.4127
Br1 1.6874 0.3894 5.7867
C3 2.0252 1.3065 3.0560
Br2 1.8422 -0.7045 3.0415
N1 1.4114 1.9321 1.8144
C4 2.4394 2.1098 0.7306
F1 3.1167 3.2425 1.0718
F2 3.3540 1.1187 0.7553
C5 1.8803 2.2895 -0.7008
C6 0.3906 2.7695 -0.7880
Si1 -0.8799 1.4428 -1.3327
C7 -2.2174 1.3719 0.0430
C8 -1.7891 1.9448 -2.9149
C9 -0.1708 -0.3224 -1.5338
C10 -0.6980 -1.0907 -2.6216
C11 -0.2824 -2.4228 -2.8510
C12 0.7071 -3.0461 -2.0481
C13 1.2185 -2.2944 -0.9939
C14 0.7969 -0.9864 -0.7154
H1 -0.5475 2.6604 3.5686
H2 -0.7248 2.0096 5.2721
H3 -0.6334 0.8730 3.8941
H4 1.7867 2.7056 4.8103
H5 3.0922 1.5426 3.1821
H6 0.6029 1.3715 1.5266
H7 1.1012 2.8782 2.0821
H8 2.4962 3.0881 -1.1557
H9 2.0938 1.3908 -1.3083
H10 0.0159 3.2609 0.1335
H11 0.3648 3.5602 -1.5640
H12 -3.0217 0.6585 -0.2235
H13 -2.6300 2.3665 0.2849
H14 -1.7170 0.9265 0.9268
H15 -2.3247 2.9095 -2.8212
H16 -1.1373 1.9159 -3.8062
H17 -2.5872 1.1648 -3.0654
H18 -1.4649 -0.6930 -3.3007
H19 -0.7104 -3.0332 -3.6656
H20 1.0911 -4.0879 -2.2101
H21 1.9832 -2.6971 -0.3172
H22 1.2583 -0.4706 0.1378
O1 -2.9226 0.7214 -4.9725
H23 -3.7324 1.1324 -5.3204
Al1 2.3279 -3.2756 2.8217
B1 1.9603 -8.1330 -0.6997
O2 1.0487 -6.9434 -0.5559
C15 1.2700 -6.4121 0.6210
O3 0.6934 -5.4348 1.0351
C16 2.3356 -7.1916 1.3431
O4 2.7537 -6.9398 2.4395
O5 2.7332 -8.1860 0.5772
F3 2.8122 -7.9390 -1.7875
F4 1.2110 -9.2817 -0.8703
N2 -4.2383 5.2480 -2.0864
C17 -3.3216 5.3668 -1.1271
C18 -3.5472 5.9956 0.0861
C19 -4.8018 6.5399 0.3170
C20 -5.7699 6.4308 -0.6664
C21 -5.4391 5.7762 -1.8446
H24 -2.3536 4.9277 -1.3599
H25 -2.7633 6.0597 0.8302
H26 -5.0207 7.0421 1.2509
H27 -6.7595 6.8426 -0.5251
H28 -6.1650 5.6634 -2.6416
C22 5.2215 -6.0137 -0.5304
O6 6.0718 -5.1352 -0.5334
O7 4.0183 -5.8557 -0.2175
O8 5.4230 -7.2053 -0.8419
K1 -0.6801 -1.1316 2.2238
Cl1 3.6720 -4.2510 4.9665
Be1 -0.3079 -5.4332 -2.8108

Forces on atoms 1 to 3 (eV/Å):
1.129 -0.672 -0.567
-0.857 -1.221 -0.402
-0.012 1.398 0.312

As for the total charge: +2. For the total energy, the calculation gives -237958.0694 eV. The HOMO energy is -13.20 eV.

Here are the Löwdin charges for atoms 1 to 2, given in e:
1 C -0.1247
2 C -0.6511


Formula: C23H28F7IrN4S
Source: the Open Molecules 2025 dataset
Level of theory: the ωB97M-V functional and the def2-TZVPD basis

Cartesian coordinates (Å):
Ir1 0.0601 -1.7901 0.1748
C1 -0.0520 -3.5538 -2.7133
C2 -0.0304 -2.0922 -3.1301
N1 0.5235 -1.2023 -2.0919
C3 0.0947 0.1829 -2.3487
C4 -1.3390 0.4187 -1.8965
C5 1.9919 -1.3292 -2.0431
C6 2.6390 -0.5190 -0.9137
N2 1.9361 -0.6579 0.3377
C7 2.4602 -0.1332 1.4521
C8 1.8359 -0.4019 2.6996
F1 0.7112 -1.1546 2.6744
C9 2.3219 0.0415 3.9106
F2 1.6918 -0.2882 5.0386
C10 3.4633 0.8294 3.9725
C11 4.0863 1.1499 2.7776
F3 5.1683 1.9323 2.7924
C12 3.6145 0.6936 1.5583
F4 4.2787 1.0867 0.4545
H1 -0.5944 -4.1357 -3.4538
H2 -0.5685 -3.6488 -1.7536
H3 0.9432 -3.9760 -2.6246
H4 -1.0557 -1.7792 -3.3331
H5 0.5483 -1.9759 -4.0572
H6 0.2106 0.4105 -3.4158
H7 0.7400 0.8455 -1.7754
H8 -2.0599 -0.0899 -2.5293
H9 -1.5635 1.4789 -1.9122
H10 -1.4442 0.0587 -0.8659
H11 2.4385 -1.0118 -2.9964
H12 2.2249 -2.3853 -1.9050
H13 2.6920 0.5387 -1.2068
H14 3.6746 -0.8711 -0.8102
H15 3.8565 1.1776 4.9131
F5 -6.8894 -0.3665 -0.4744
C13 -5.6729 -0.7810 -0.1018
C14 -5.0205 -0.1186 0.9364
C15 -3.7806 -0.5534 1.3257
C16 -3.1646 -1.6787 0.7182
C17 -1.9404 -2.1945 1.2167
C18 -3.8576 -2.3044 -0.3531
C19 -5.0932 -1.8641 -0.7577
H16 -5.5090 0.7055 1.4307
H17 -3.2721 -0.0613 2.1391
H18 -1.7830 -3.2590 1.0357
H19 -1.6672 -1.8482 2.2105
H20 -3.4109 -3.1630 -0.8308
H21 -5.6353 -2.3494 -1.5544
S1 0.0237 2.0280 1.1611
C20 0.3076 3.6230 0.7667
N3 0.7393 4.0680 -0.4193
C21 0.9030 5.5103 -0.4447
C22 0.4423 5.9288 0.9658
N4 0.1366 4.6576 1.5929
H22 0.9912 3.4779 -1.1922
H23 0.2832 5.9483 -1.2304
H24 1.9458 5.7735 -0.6327
H25 -0.4449 6.5660 0.9374
H26 1.2276 6.4474 1.5189
H27 -0.2326 4.5722 2.5244
F6 0.2027 -4.8259 0.3853
C23 1.0878 -3.8116 0.6370
F7 2.1647 -4.0617 -0.1686
H28 1.4186 -3.9164 1.6796

Forces on atoms 1 to 3 (eV/Å):
3.746 0.528 0.128
-0.081 0.208 0.026
-0.418 -0.757 -0.085

As for the total charge: +1. For the total energy, the calculation gives -62951.8565 eV. Its spin multiplicity is 2. The HOMO energy (alpha / beta) is -10.14 / -10.06 eV. The energy relative to the best compared isomer or geometry (same formula, charge and spin) comes out at 8.15 kcal per mole.

Here are the natural (NBO) charges for atoms 1 to 2, given in e:
1 Ir 0.9829
2 C -0.6209


Look up the total energy of the first one.
-91501.7581 eV


Among the records above, which one has the lowest total energy?
C22H28AlBBeBr2ClF4KN2O8Si


Repeat the third record exactly.
Formula: C22H28AlBBeBr2ClF4KN2O8Si
Source: the Open Molecules 2025 dataset
Level of theory: the ωB97M-V functional and the def2-TZVPD basis

Cartesian coordinates (Å):
C1 -0.2609 1.8691 4.2867
C2 1.3117 1.7967 4.4127
Br1 1.6874 0.3894 5.7867
C3 2.0252 1.3065 3.0560
Br2 1.8422 -0.7045 3.0415
N1 1.4114 1.9321 1.8144
C4 2.4394 2.1098 0.7306
F1 3.1167 3.2425 1.0718
F2 3.3540 1.1187 0.7553
C5 1.8803 2.2895 -0.7008
C6 0.3906 2.7695 -0.7880
Si1 -0.8799 1.4428 -1.3327
C7 -2.2174 1.3719 0.0430
C8 -1.7891 1.9448 -2.9149
C9 -0.1708 -0.3224 -1.5338
C10 -0.6980 -1.0907 -2.6216
C11 -0.2824 -2.4228 -2.8510
C12 0.7071 -3.0461 -2.0481
C13 1.2185 -2.2944 -0.9939
C14 0.7969 -0.9864 -0.7154
H1 -0.5475 2.6604 3.5686
H2 -0.7248 2.0096 5.2721
H3 -0.6334 0.8730 3.8941
H4 1.7867 2.7056 4.8103
H5 3.0922 1.5426 3.1821
H6 0.6029 1.3715 1.5266
H7 1.1012 2.8782 2.0821
H8 2.4962 3.0881 -1.1557
H9 2.0938 1.3908 -1.3083
H10 0.0159 3.2609 0.1335
H11 0.3648 3.5602 -1.5640
H12 -3.0217 0.6585 -0.2235
H13 -2.6300 2.3665 0.2849
H14 -1.7170 0.9265 0.9268
H15 -2.3247 2.9095 -2.8212
H16 -1.1373 1.9159 -3.8062
H17 -2.5872 1.1648 -3.0654
H18 -1.4649 -0.6930 -3.3007
H19 -0.7104 -3.0332 -3.6656
H20 1.0911 -4.0879 -2.2101
H21 1.9832 -2.6971 -0.3172
H22 1.2583 -0.4706 0.1378
O1 -2.9226 0.7214 -4.9725
H23 -3.7324 1.1324 -5.3204
Al1 2.3279 -3.2756 2.8217
B1 1.9603 -8.1330 -0.6997
O2 1.0487 -6.9434 -0.5559
C15 1.2700 -6.4121 0.6210
O3 0.6934 -5.4348 1.0351
C16 2.3356 -7.1916 1.3431
O4 2.7537 -6.9398 2.4395
O5 2.7332 -8.1860 0.5772
F3 2.8122 -7.9390 -1.7875
F4 1.2110 -9.2817 -0.8703
N2 -4.2383 5.2480 -2.0864
C17 -3.3216 5.3668 -1.1271
C18 -3.5472 5.9956 0.0861
C19 -4.8018 6.5399 0.3170
C20 -5.7699 6.4308 -0.6664
C21 -5.4391 5.7762 -1.8446
H24 -2.3536 4.9277 -1.3599
H25 -2.7633 6.0597 0.8302
H26 -5.0207 7.0421 1.2509
H27 -6.7595 6.8426 -0.5251
H28 -6.1650 5.6634 -2.6416
C22 5.2215 -6.0137 -0.5304
O6 6.0718 -5.1352 -0.5334
O7 4.0183 -5.8557 -0.2175
O8 5.4230 -7.2053 -0.8419
K1 -0.6801 -1.1316 2.2238
Cl1 3.6720 -4.2510 4.9665
Be1 -0.3079 -5.4332 -2.8108

Forces on atoms 1 to 3 (eV/Å):
1.129 -0.672 -0.567
-0.857 -1.221 -0.402
-0.012 1.398 0.312

As for the total charge: +2. For the total energy, the calculation gives -237958.0694 eV. The HOMO energy is -13.20 eV.

Here are the Löwdin charges for atoms 1 to 2, given in e:
1 C -0.1247
2 C -0.6511